A molecular structure, C38H57N2O6P2ReSi in a non-equilibrium geometry. Source: the OMol25 dataset; level of theory: ωB97M-V/def2-TZVPD.

Calculated values
HOMO-LUMO gap (spin up / spin down)	7.385 / 6.397	eV
energy above the lowest of the compared OMol25 structures with the same formula, charge and spin	1.234	eV
net charge	+1
spin multiplicity	4
HOMO energy (spin up / spin down)	-10.374 / -10.457	eV
calculated total energy	-84183.5393	eV

Each line ends with the Mulliken spin population.
Geometry (Å):
1 Re -0.26622 0.21477 0.11658  2.3840
2 P -1.89106 0.52082 -1.67232  -0.0737
3 P 0.41014 3.27901 -0.86105  0.0593
4 Si 0.70186 -3.19059 -0.59484  -0.0493
5 O -1.44184 2.10507 0.29618  0.1997
6 O 0.85949 0.47544 -1.61118  0.0966
7 O 2.20529 -3.67321 -0.26963  -0.0111
8 O -0.22199 -4.32918 0.09092  -0.0087
9 O 0.25765 -1.74236 -0.04017  0.2313
10 O 0.52940 -3.19346 -2.20693  -0.0198
11 N -0.96421 -0.00591 2.07068  -0.0166
12 N 1.46483 0.35018 1.29462  -0.0280
13 C -0.58048 3.03843 -2.41928  -0.0202
14 C 4.02212 1.20311 -3.12060  0.0040
15 C -2.10895 -3.55780 1.35720  0.0050
16 C -2.08019 3.06680 -4.79544  0.0003
17 C -3.30215 3.44879 0.76178  -0.0063
18 C 1.39242 -3.21566 -3.33191  0.0038
19 C -1.08319 4.00392 -4.59751  -0.0001
20 C 3.13178 -3.74194 0.78712  -0.0039
21 C -1.60711 -4.52193 0.27706  -0.0047
22 C 2.84401 -2.93633 -2.95553  -0.0011
23 C -0.00532 -0.83759 2.77339  0.0161
24 C -1.76758 -5.98373 0.70967  -0.0001
25 C -1.75261 0.71061 2.80559  0.0729
26 C 2.99188 0.86352 -0.53766  0.0525
27 C 1.26313 -4.59985 -3.97608  0.0010
28 C -1.88359 -0.80963 -2.93978  0.0200
29 C -4.37547 3.32807 2.91015  0.0109
30 C -3.68244 0.60730 -1.25860  0.0136
31 C -2.56825 1.79854 2.39167  -0.0032
32 C -1.53082 2.03604 -2.66064  0.0186
33 C 1.31737 -0.05514 2.67830  0.0130
34 C 2.70229 0.87798 -2.95609  -0.0094
35 C -2.39083 2.42552 1.11993  0.0493
36 C 4.06318 -4.92562 0.49135  0.0016
37 C -2.27970 2.08949 -3.83856  -0.0019
38 C 4.85581 1.38371 -2.01330  0.0079
39 C 2.01300 3.96759 -1.52176  0.0209
40 C 2.12196 0.71770 -1.66887  0.0245
41 C -0.36323 3.98605 -3.41901  -0.0055
42 C 3.91930 -2.42632 0.78593  0.0000
43 C -4.27718 3.87570 1.62587  0.0054
44 C 2.43576 -3.94518 2.13232  0.0028
45 C -2.36914 -4.26358 -1.01977  0.0077
46 C -3.53897 2.30375 3.27683  0.0004
47 C 2.62721 0.63940 0.82327  0.0019
48 C 0.90150 -2.11942 -4.28372  -0.0003
49 C -0.27282 4.91063 -0.30993  0.0090
50 C 4.34427 1.19154 -0.75832  -0.0045
51 H -4.03783 -0.41121 -1.10961  -0.0041
52 H -0.08441 -2.36367 -4.66758  -0.0002
53 H 1.67127 -5.35333 -3.30643  -0.0001
54 H -2.89981 -1.12769 -3.16486  0.0059
55 H 1.93067 4.99518 -1.86590  0.0015
56 H 3.45835 0.68944 1.52992  -0.0087
57 H 5.88751 1.66310 -2.14556  0.0007
58 H 2.73222 3.95339 -0.70351  -0.0036
59 H 3.49362 -5.85117 0.47120  0.0001
60 H 3.20436 -1.61011 0.84714  -0.0070
61 H 4.83581 -4.99306 1.25269  -0.0001
62 H -3.17026 -3.70647 1.53050  0.0009
63 H 1.24542 0.83988 3.31062  0.0054
64 H -5.10665 3.71128 3.60426  0.0011
65 H -1.89055 -4.79063 -1.83843  0.0000
66 H 4.53196 -4.79498 -0.48063  -0.0001
67 H -2.69698 3.09632 -5.68001  -0.0001
68 H 3.46279 -2.87990 -3.84656  -0.0001
69 H 4.41771 1.31849 -4.11725  -0.0003
70 H -1.11804 4.78422 0.36064  -0.0026
71 H -1.57038 -3.71941 2.28792  0.0002
72 H -0.85606 4.74416 -5.35077  -0.0001
73 H 2.16753 -0.66234 3.00836  -0.0002
74 H -1.31252 -1.65208 -2.54921  -0.0316
75 H 1.79897 -3.09043 2.34463  -0.0050
76 H 4.47344 -2.32502 -0.14479  0.0004
77 H 0.84640 -1.18731 -3.72879  0.0001
78 H -3.20717 3.87216 -0.22630  -0.0002
79 H -1.21973 -6.16542 1.62975  -0.0002
80 H 1.79572 -4.63135 -4.92404  0.0001
81 H 3.17076 -4.04832 2.92786  -0.0001
82 H -3.62334 1.85565 4.25765  -0.0004
83 H 2.05896 0.77163 -3.81666  0.0017
84 H -1.39621 -0.47282 -3.85019  0.0042
85 H -0.57377 5.51103 -1.16707  -0.0002
86 H 4.98636 1.28349 0.10462  0.0006
87 H -1.93788 -2.53578 1.01937  0.0143
88 H 0.38602 4.74721 -3.27575  0.0011
89 H 2.40764 3.34199 -2.31557  0.0000
90 H 2.90239 -1.99276 -2.41829  0.0001
91 H 1.58614 -1.99801 -5.11852  -0.0003
92 H -1.79526 0.48662 3.87241  -0.0045
93 H 0.21271 -4.82170 -4.14450  -0.0001
94 H 3.21234 -3.72562 -2.31099  0.0000
95 H -3.39740 -4.60094 -0.92273  0.0002
96 H -3.03359 1.33569 -4.02296  0.0002
97 H -0.27471 -1.00913 3.82030  0.0015
98 H 4.60940 -2.37666 1.62428  0.0001
99 H -4.97376 4.64396 1.32519  0.0006
100 H -2.35850 -3.19831 -1.23850  -0.0035
101 H -1.35223 -6.62900 -0.05894  0.0000
102 H -2.81311 -6.23564 0.86062  -0.0001
103 H -4.24725 1.06730 -2.06994  0.0012
104 H 0.51309 5.43423 0.23493  -0.0016
105 H 1.81710 -4.83707 2.08701  0.0001
106 H 0.08692 -1.78648 2.23705  -0.0296
107 H -3.86847 1.17729 -0.35106  -0.0029